# 1
C5H7O3 | wB97M-V/def2-TZVPD

The value obtained for the energy relative to the best compared isomer or geometry (same formula, charge and spin) is 20.3 kcal per mole. As for the charge: -1. The HOMO-LUMO gap is 7.3 eV. Its SMILES is O=CCCCC(=O)[O-]. Its total energy is -420.4694 Eh.

Last column: natural (NBO) charge in e.
Positions of all 15 atoms, in Å:
O 3.032235 -1.065531 0.660179  -0.80
C 2.434104 -0.164329 0.011095  0.80
O 2.794877 0.861240 -0.527744  -0.77
C 0.905137 -0.636921 -0.448417  -0.56
C 0.085414 0.214088 0.542804  -0.42
C -1.404892 0.068019 0.563833  -0.51
C -2.117321 0.763585 -0.643243  0.45
O -3.305307 0.581949 -0.816909  -0.56
H 0.922298 -1.678164 -0.219771  0.20
H 0.888494 -0.562121 -1.546354  0.19
H 0.372136 1.268847 0.428083  0.21
H 0.442382 -0.113042 1.519642  0.22
H -1.914663 0.234216 1.473043  0.22
H -1.601961 -1.041957 0.362313  0.22
H -1.532927 1.270119 -1.358550  0.12

Forces on the atoms, in the same order (eV/Å):
-0.1 1.1 0.2
-1.1 -3.7 -1.3
0.9 2.0 0.0
1.9 1.2 1.0
0.4 0.0 -0.2
-0.4 -1.7 -3.1
-1.3 -2.5 2.5
0.3 0.6 -0.3
-0.5 -0.8 0.4
-0.6 0.7 0.4
0.0 -0.2 0.0
0.2 0.1 0.1
-0.5 0.7 1.1
0.0 1.2 0.2
1.1 1.0 -1.0


# 2
C12H21N7O3 | wB97M-V/def2-TZVPD

The value obtained for the energy relative to the best compared isomer or geometry (same formula, charge and spin) is 15.3 kcal per mole. The HOMO-LUMO gap is 8.9 eV. Its SMILES is [H]/N=C(/N)NCCC[C@H](NC(=O)[C@@H](N)Cc1c[nH]cn1)C(=O)O. Its total energy is -1078.9311 Eh.

Last column: natural (NBO) charge in e.
Positions of all 43 atoms, in Å:
C 2.173563 -0.434838 0.913877  -0.16
C 2.364678 1.056252 0.992117  0.68
C 0.741607 -0.738438 1.427012  -0.42
C 0.272383 -2.167124 1.120358  0.09
C 0.955790 -3.339394 1.292542  -0.10
C -1.060524 -3.661215 0.459538  0.15
C 1.401147 1.511242 -1.326376  -0.18
C 2.351019 1.498882 -2.509654  0.77
C 0.161695 2.344936 -1.655901  -0.40
C -1.035298 2.016383 -0.693799  -0.40
C -1.736880 0.677511 -1.120940  -0.21
C -3.865084 0.525308 0.188534  0.59
H 3.200059 -0.710726 2.690298  0.38
H 4.005826 -1.030115 1.325471  0.36
H 2.255035 -0.707883 -0.167109  0.21
H 0.686282 -0.579495 2.544756  0.23
H -0.006260 0.007793 1.096551  0.23
H 1.978088 -3.516768 1.606591  0.25
H -1.911922 -4.185640 0.008272  0.21
H 0.218739 -5.281423 0.847834  0.42
H 2.074265 2.816017 0.217665  0.41
H 1.043913 0.470678 -1.237335  0.23
H -0.048942 2.248640 -2.726329  0.25
H 0.393118 3.389172 -1.508570  0.21
H -0.582851 1.983637 0.292354  0.20
H -1.751881 2.804085 -0.712878  0.21
H -0.931755 -0.049962 -1.407136  0.20
H -2.323766 0.943929 -1.989536  0.20
H -2.198234 -0.726831 0.302992  0.43
H -3.945702 2.190069 -0.884328  0.34
H -5.512117 -0.071563 0.988373  0.40
H -4.258081 -1.276087 0.932564  0.37
H 3.746822 1.931884 -1.265308  0.50
N 3.121843 -1.144639 1.787711  -0.82
N -0.939571 -2.361064 0.607947  -0.50
N 0.100044 -4.267834 0.835518  -0.50
N 2.050503 1.856440 -0.105359  -0.67
N -2.558926 0.133888 -0.074666  -0.67
N -4.489662 1.528718 -0.312763  -0.82
N -4.521589 -0.300794 1.077440  -0.82
O 2.784231 1.604106 2.000449  -0.61
O 1.960654 1.309934 -3.646723  -0.57
O 3.637740 1.702331 -2.212056  -0.67

Forces on the atoms, in the same order (eV/Å):
-0.8 -0.1 0.5
0.1 1.1 0.2
-0.6 -0.3 0.9
1.9 2.4 0.8
0.8 0.8 0.1
0.0 -0.3 -0.5
-0.9 -0.9 -0.5
-0.3 0.0 -1.3
-0.8 0.2 0.6
1.3 -1.2 -1.5
1.1 1.1 0.8
1.2 0.6 -1.2
-0.2 0.5 0.2
0.7 -0.2 0.2
0.2 -0.4 1.0
0.5 -0.2 -1.0
0.3 -0.6 -0.4
-0.4 -0.1 0.0
0.6 0.2 0.4
0.1 0.7 0.0
-0.2 0.2 -0.4
0.2 0.3 -0.1
-0.2 -0.3 0.3
0.3 0.5 0.0
-0.3 -0.2 0.4
-0.5 0.7 0.1
-1.0 0.3 0.2
-0.2 -0.3 -0.5
-0.1 -0.3 0.3
-0.1 -0.8 0.4
0.3 -0.5 0.3
-0.5 0.3 0.2
-0.4 -0.2 -0.4
-0.2 -0.3 -1.7
-1.6 -0.5 -0.5
-1.3 -2.2 -0.4
0.4 0.0 1.5
-0.3 0.0 0.0
0.1 0.3 0.0
-0.2 -0.2 -0.2
-0.2 -0.4 -0.4
0.7 0.1 1.4
0.4 0.1 -0.1


# 3
CH4ClN | wB97M-V/def2-TZVPD

The value obtained for the energy relative to the best compared isomer or geometry (same formula, charge and spin) is 0.0 kcal per mole. The HOMO-LUMO gap is 11.1 eV. Its SMILES is NCCl. Its total energy is -555.4425 Eh.

Last column: natural (NBO) charge in e.
Positions of all 7 atoms, in Å:
C -0.057680 0.014690 0.515865  -0.18
N 0.003730 -0.574624 -0.744867  -0.81
Cl 0.174063 1.839372 0.541265  -0.16
H 0.714242 -0.378246 1.171667  0.20
H -1.110883 -0.177275 1.057185  0.20
H -0.657892 -0.188780 -1.405136  0.37
H 0.934420 -0.535137 -1.135978  0.37

Forces on the atoms, in the same order (eV/Å):
-2.4 -0.4 1.9
0.0 -0.2 -0.4
0.0 0.0 0.0
0.0 0.1 -0.1
2.4 0.5 -1.4
0.0 0.0 0.1
0.0 0.0 -0.1


# 4
C19H21BF3NO15S | wB97M-V/def2-TZVPD

The HOMO-LUMO gap is 10.1 eV. Its SMILES is NB(O)[C@H]1OS(=O)(=O)O[C@H]1CC(=O)c1ccccc1.O=C1OC[C@@H](F)O1.O=C1OC[C@@H](F)O1.O=C1OC[C@@H](F)O1. Its total energy is -2642.6850 Eh.

Last column: natural (NBO) charge in e.
Positions of all 61 atoms, in Å:
N 2.467194 0.498908 0.303547  -1.12
B 2.199835 0.488911 -1.129797  1.08
O 1.545900 1.586989 -1.634619  -0.88
C 2.665950 -0.682118 -2.147419  -0.28
O 4.100775 -0.829600 -2.193104  -0.66
S 4.368291 -2.438974 -2.266750  2.53
O 4.671259 -2.845086 -0.940894  -0.92
O 5.365937 -2.668388 -3.239681  -0.90
O 2.944338 -2.913599 -2.813604  -0.68
C 1.940831 -2.028519 -2.162725  0.09
C 1.605554 -2.748143 -0.834139  -0.55
C 0.116145 -3.124574 -0.891582  0.61
O -0.287275 -4.272866 -0.858598  -0.54
C -0.802294 -1.919486 -1.020765  -0.18
C -1.414646 -1.608592 -2.203880  -0.21
C -2.193298 -0.481390 -2.272405  -0.23
C -2.332489 0.293980 -1.155270  -0.14
C -1.737361 -0.011997 0.061755  -0.18
C -0.949079 -1.158466 0.115228  -0.19
H 2.636355 -0.439692 0.655186  0.37
H 3.379794 0.966008 0.403693  0.42
H 0.865244 1.335916 -2.270303  0.50
H 2.410378 -0.264680 -3.137636  0.20
H 1.120622 -2.010763 -2.875455  0.23
H 1.714539 -2.115193 0.052015  0.23
H 2.214582 -3.633854 -0.662018  0.27
H -1.222441 -2.265709 -3.048050  0.22
H -2.645859 -0.223823 -3.223148  0.22
H -2.940265 1.190517 -1.234337  0.21
H -1.826174 0.573518 0.966272  0.22
H -0.434707 -1.438987 1.028782  0.22
C -3.342338 -5.575913 1.054049  -0.13
C -3.691205 -5.415212 -0.403280  0.44
O -4.231878 -4.105965 -0.448492  -0.49
C -3.630737 -3.403776 0.554427  0.97
O -3.632108 -2.223659 0.644627  -0.57
O -3.012916 -4.237320 1.430296  -0.48
F -4.645853 -6.300776 -0.787566  -0.33
H -4.192207 -5.922256 1.644818  0.20
H -2.501373 -6.245935 1.215262  0.21
H -2.838927 -5.481018 -1.081391  0.17
C 3.830679 4.652953 3.296403  -0.13
C 2.568343 4.120467 2.666726  0.45
O 3.066397 3.296679 1.631321  -0.48
C 4.282918 2.846137 2.042366  0.97
O 4.864877 1.934889 1.552631  -0.57
O 4.742640 3.570981 3.092032  -0.48
F 1.823588 5.114261 2.123330  -0.32
H 4.200439 5.543579 2.786107  0.21
H 3.715886 4.873298 4.354988  0.21
H 1.943799 3.525434 3.336141  0.15
C -2.681819 3.899710 1.773248  -0.13
C -3.490455 5.100600 1.359153  0.44
O -2.910531 5.446726 0.117728  -0.49
C -2.423492 4.290852 -0.422309  0.97
O -2.116417 4.158181 -1.556119  -0.55
O -2.348694 3.304164 0.514911  -0.49
F -3.329949 6.131652 2.225076  -0.32
H -1.765789 4.180326 2.295769  0.20
H -3.244642 3.206018 2.394103  0.21
H -4.555871 4.904675 1.223347  0.16

Forces on the atoms, in the same order (eV/Å):
0.8 -0.4 -0.8
-0.4 0.1 0.9
-0.2 -0.6 0.2
-1.5 1.7 -1.3
-1.0 -1.8 0.3
1.8 1.1 -0.2
-1.0 -0.5 0.5
-0.2 -0.3 -0.7
0.5 0.9 0.4
1.6 -1.4 0.6
-1.3 0.0 0.3
-0.1 -0.4 -0.1
0.2 0.9 -0.1
1.0 -1.4 0.8
0.3 -0.7 -0.6
0.0 -0.3 -0.9
-0.8 1.5 0.9
0.6 -0.8 -0.2
-0.1 0.9 0.3
0.3 0.1 -0.1
-0.4 0.2 0.6
0.3 0.3 -0.4
0.2 -0.1 0.1
-0.1 0.1 0.3
0.1 0.1 -0.3
0.0 0.1 -0.3
-0.3 0.2 -0.1
-0.1 0.2 0.2
0.1 0.0 0.1
-0.3 0.2 -0.3
-0.1 0.0 0.0
0.3 -0.3 0.3
-0.3 -0.2 -0.1
0.5 0.0 0.1
0.0 0.2 0.1
-0.3 0.0 0.1
-0.2 0.0 -0.3
0.0 0.1 -0.1
-0.1 0.0 -0.2
0.1 0.2 0.0
-0.1 -0.1 0.0
0.2 0.2 0.4
0.0 0.3 -0.4
0.1 -0.1 0.4
0.3 -0.1 -0.1
0.0 0.1 -0.1
-0.3 0.0 -0.1
-0.1 -0.1 0.0
-0.2 0.0 -0.1
0.1 -0.2 0.0
-0.1 0.1 -0.1
0.0 -0.6 0.3
0.3 0.4 0.1
-0.2 -0.5 0.0
0.3 -0.1 -0.3
0.0 0.0 0.0
-0.2 0.5 0.1
-0.1 0.0 0.0
-0.1 0.2 0.0
0.0 -0.1 -0.2
0.0 0.1 0.1